Computed, not measured: C54H36Cl4N7RbSeSi as an isolated structure, with the ωB97M-V functional and the def2-TZVPD basis.

Properties
**ΔE to the lowest compared entry with this formula, charge and spin**: 3.479 eV
**Frontier orbital gap**: 4.6 eV
**LUMO energy**: 3.463 eV
**HOMO**: -1.13 eV
**Net charge**: -2

XYZ file:
```
104
Properties=species:S:1:pos:R:3:forces:R:3:lowdin_charge:R:1
C 1.75782 -1.93860 5.22308 0.3 0.0 0.1 -0.470
H -6.44774 3.75097 4.61774 0.0 0.0 0.0 0.098
C -1.50836 3.61873 -4.37074 0.0 0.0 0.0 -0.036
H 6.71565 0.65278 -0.78092 0.0 0.0 0.0 0.021
C -6.30968 3.52510 3.56873 0.0 0.0 0.0 -0.113
C -3.41521 -6.13324 1.95886 0.0 0.0 0.0 -0.675
H -2.40438 3.06060 -4.13180 0.0 0.0 0.0 0.120
C -1.45971 4.37526 -5.53234 0.0 0.0 0.0 -0.114
H 1.71282 5.53195 -5.27610 0.0 0.0 0.0 0.099
N 0.76526 -2.54381 5.87308 -0.1 0.0 -0.1 -0.319
C -3.88034 -1.32148 2.68316 -0.1 -0.1 0.0 -0.014
H -4.18925 4.44818 -0.19763 0.0 0.0 0.0 0.093
Cl -4.17643 -7.70440 1.81709 0.0 0.0 0.0 0.603
H -2.31013 4.42440 -6.19926 0.0 0.0 0.0 0.098
C -1.61383 -2.28376 2.24616 -0.2 0.1 0.2 -0.112
C -2.53880 3.94307 -1.50676 -0.1 0.1 0.0 -0.024
C -3.37089 3.79946 -0.46765 0.0 0.0 -0.1 -0.019
C 3.80078 -4.71671 -2.23109 0.0 0.0 0.0 -0.115
H -2.30184 -6.69464 3.70095 0.0 0.0 0.0 0.100
C -0.45914 2.74603 -2.25782 -0.1 0.0 -0.1 -0.059
H 5.24964 0.70354 0.23430 0.0 0.0 0.0 0.027
H 1.91901 1.73287 -3.88401 0.0 0.1 0.0 0.126
H -5.38786 0.23070 2.87203 0.0 0.0 0.0 0.099
H 6.51756 1.69974 -3.78012 0.0 0.0 0.0 0.017
H 0.76392 -2.53060 -3.14233 0.0 0.0 0.0 0.125
H -4.32711 -2.20352 3.11732 0.0 0.0 0.0 0.111
C 2.36937 -0.04087 -2.55030 -0.1 0.2 0.0 -0.087
H 3.91142 -3.54030 -0.45027 0.0 0.0 0.0 0.116
C -0.41714 3.54128 -3.49905 0.0 0.0 0.0 -0.179
C -1.91180 -4.66772 3.10277 0.0 -0.1 0.1 -0.042
C 1.83049 -1.80841 -0.77703 0.0 -0.2 0.0 -0.103
N 2.38098 -0.51990 3.32406 0.0 0.2 0.1 0.070
H 2.30285 -4.12439 1.11440 0.0 0.0 0.0 0.094
H 4.91390 2.01864 -4.45024 0.0 0.0 0.0 0.022
Cl 3.68659 -6.15313 -4.52953 0.0 0.0 0.0 0.598
C 0.72618 1.94693 -1.93902 -0.2 0.1 0.3 -0.224
C 5.46306 1.41751 -3.72054 0.0 0.0 0.1 -0.183
C 3.36742 -3.71690 -1.37012 0.1 0.0 0.0 -0.031
C -4.92489 2.65289 1.76208 0.0 0.0 0.0 -0.206
C -3.66556 2.01052 1.32486 0.2 0.1 -0.1 -0.095
C -0.10131 -2.09606 2.30938 0.3 0.0 0.0 -0.460
H 0.76843 -4.02545 3.22366 -0.1 0.0 0.0 0.111
N 0.33017 -1.45652 1.05425 0.0 0.1 0.4 0.082
H -4.33880 2.73232 3.81829 0.0 0.0 0.0 0.124
C 1.25696 -2.17277 0.51346 -0.3 0.2 -0.2 -0.221
C -3.11172 -3.90531 1.17382 0.0 -0.1 0.0 -0.014
C -5.13074 2.95511 3.11346 0.0 0.0 0.0 -0.030
C 1.62444 -3.14032 -2.89475 0.0 0.0 0.1 -0.024
C 0.74514 4.23612 -3.85758 0.0 0.0 0.0 -0.023
H 1.60450 4.19057 -3.19937 0.0 0.0 0.0 0.119
C -3.72694 -5.14429 1.04729 0.0 0.1 0.0 -0.107
C 3.12465 -1.96845 5.59216 -0.1 0.0 0.0 -0.066
C -5.97115 2.94697 0.88097 0.0 0.0 0.0 -0.040
H -4.42997 -5.33740 0.24852 0.0 0.0 0.0 0.099
H 5.37920 0.36977 -4.01954 0.0 0.0 0.0 0.023
C 5.00976 3.46462 -1.48492 0.0 -0.1 0.0 -0.177
Cl -8.79906 4.54975 3.21503 0.0 0.0 0.0 0.600
C 0.81280 4.99024 -5.01723 0.0 0.0 0.0 -0.110
H -2.53799 4.73446 -2.24069 0.0 0.0 0.0 0.098
C -2.48749 -1.23213 2.21340 0.1 -0.1 -0.2 -0.274
N -1.81410 2.09913 -0.29492 0.0 -0.1 0.0 0.097
C -0.29638 5.05530 -5.84409 0.0 0.0 0.0 -0.681
C 1.98694 -0.52602 -1.22328 0.1 -0.1 -0.1 -0.105
Cl -0.21998 6.00459 -7.31285 0.0 0.0 0.0 0.602
H 5.40094 -0.51678 -1.01672 0.0 0.0 0.0 0.030
C 1.50314 -1.18745 4.02276 -0.2 -0.1 -0.3 -0.392
H 4.51689 4.13199 -2.19671 0.0 0.0 0.0 0.017
C 0.73489 -3.35858 2.37481 0.0 -0.1 0.0 -0.006
Rb 0.28462 1.13851 1.79405 0.2 0.7 0.5 0.900
H -3.31776 -3.11983 0.45790 0.0 0.0 0.0 0.128
N -2.24099 0.06421 1.78875 0.0 -0.1 0.2 0.044
H 4.65517 -5.33191 -1.98183 0.0 0.0 0.0 0.097
H 5.09377 -1.24164 5.15435 0.0 0.0 0.0 0.080
H 6.06590 3.74228 -1.43573 0.0 0.0 0.0 0.018
H 4.56352 3.63414 -0.50241 0.0 0.0 0.0 0.029
Se -0.79462 -1.96966 5.03490 0.2 0.3 0.2 1.015
C -2.20070 -3.64065 2.20000 0.0 0.0 0.0 -0.180
H -5.85743 2.69354 -0.16544 0.0 0.0 0.0 0.119
C 3.13860 -4.90540 -3.42938 0.0 0.0 0.0 -0.682
C -7.15119 3.53392 1.31300 0.0 0.0 0.0 -0.115
C 1.81997 1.44785 -2.84231 0.0 -0.2 0.0 -0.089
C 3.66036 -0.51396 3.74206 0.0 -0.2 0.1 -0.198
N 0.94589 1.59901 -0.72715 0.1 -0.3 -0.1 -0.029
C 1.53773 -3.39064 1.31590 0.1 0.0 0.0 0.031
C 4.04950 -1.24007 4.85819 0.0 0.1 -0.1 -0.133
H 3.42329 -2.55511 6.45326 0.0 0.0 0.0 0.086
Si 4.76315 1.66293 -1.98162 -0.1 0.0 0.0 0.532
H -1.25940 -4.46918 3.94287 0.0 0.0 -0.1 0.062
C -2.51459 -5.90924 2.98836 0.0 0.0 0.0 -0.102
H 1.54306 -4.28412 -4.71695 0.0 0.0 0.0 0.097
C -2.93403 2.57684 0.25549 -0.1 0.0 0.1 -0.245
C -7.30958 3.81747 2.65795 0.0 0.0 0.0 -0.684
C 2.97165 1.22964 -1.96198 0.3 0.0 -0.1 -0.343
C 2.27079 -2.90962 -1.67570 -0.1 0.0 -0.1 -0.174
C 5.63018 0.52390 -0.77270 0.0 0.0 -0.1 -0.164
H 4.36378 0.04878 3.14057 0.0 0.0 0.0 0.078
C -4.40089 -0.09060 2.57758 0.0 -0.1 -0.1 0.001
C -3.36578 0.73934 1.91105 -0.1 0.0 0.0 -0.249
H 2.70160 -0.57184 -3.43994 0.0 -0.1 0.1 0.123
C -1.53301 2.86655 -1.39962 0.0 -0.1 -0.1 -0.239
H -7.95000 3.75265 0.61667 0.0 0.0 0.0 0.097
N 0.14120 -1.24701 3.54906 -0.2 -0.2 -0.2 -0.288
C 2.18665 0.85752 -0.63768 0.2 0.1 0.0 -0.200
C 2.05175 -4.12076 -3.77616 0.0 0.0 0.0 -0.113
```
Forces are in eV/Å.



Computed, not measured: C54H36F5OP2PtS as an isolated structure at a distorted geometry, with the ωB97M-V functional and the def2-TZVPD basis.

Properties
**ΔE to the lowest compared entry with this formula, charge and spin**: 2.561 eV
**Frontier orbital gap**: 6.6 eV
**LUMO energy**: -3.660 eV
**HOMO**: -10.27 eV
**Net charge**: +1

XYZ file:
```
100
Properties=species:S:1:pos:R:3:forces:R:3:lowdin_charge:R:1
C -0.52843 -4.37190 -3.41351 0.1 -0.1 -0.1 -0.063
C -0.15835 1.88200 7.30682 0.1 0.1 0.2 -0.091
C 1.92521 4.20337 0.93331 -0.1 -0.2 0.1 -0.078
C -3.53670 -1.27734 -0.84572 0.4 0.0 0.1 -0.270
H -8.38133 -1.31650 -1.19356 0.0 0.0 0.0 0.128
C 4.51908 -0.26723 2.69080 0.0 -0.1 0.0 -0.063
O -1.69195 2.00559 0.99804 0.0 2.1 -0.2 -0.486
C 0.55812 1.77835 3.06861 0.3 0.1 -0.3 -0.247
C -2.58050 -0.21778 3.86142 0.1 0.2 -0.2 -0.057
H 0.38261 -0.27076 -2.81265 0.0 0.1 -0.1 0.094
F 2.31325 -1.80587 -1.49618 0.2 -0.4 0.0 0.063
C -1.62082 0.61364 5.86178 -0.1 -0.1 -0.3 -0.132
H 2.06569 3.12861 5.83457 0.1 0.1 0.0 0.123
H -4.19757 1.78893 2.63425 0.0 0.0 0.2 0.128
P 1.10769 1.51539 1.33106 0.6 -0.7 0.4 1.017
C 3.21124 0.16541 2.57899 -0.1 0.0 0.0 -0.097
C -7.91004 -0.54224 0.81013 -0.3 0.0 0.1 -0.089
C -1.04415 -3.11645 -3.13961 -0.1 0.2 0.2 -0.078
C 2.64535 -4.17481 1.23574 -0.1 0.1 0.0 -0.135
Pt -0.04988 -0.19844 0.10646 -1.1 -0.1 1.6 0.694
H 0.66520 1.29681 -4.72095 0.1 0.0 0.0 0.114
C -0.31582 1.11447 -4.30740 0.0 0.1 -0.1 -0.062
C -0.49939 -4.89865 -1.06738 0.0 -0.1 0.0 -0.064
C -7.78544 -1.58942 -0.32149 -0.3 -0.1 0.0 -0.091
P -1.77530 -1.07769 -1.28455 0.9 -1.4 -0.3 0.968
C -1.42199 1.77748 -4.82137 0.0 0.0 0.0 -0.063
C -2.54814 -0.19590 5.25819 0.2 0.1 0.3 0.010
C 0.46579 3.23017 -0.71530 -0.1 -0.2 0.0 -0.100
C -1.00163 -3.64404 -0.78630 -0.2 0.1 0.0 -0.109
C 1.23876 -1.83439 0.58490 -0.1 0.6 -1.0 -0.173
C -2.86089 0.64150 -3.26981 0.0 -0.1 0.1 -0.060
C 2.84193 -3.56272 0.00077 -0.1 0.2 0.0 -0.144
C -6.32703 -1.63232 -0.65358 0.4 -0.1 -0.1 -0.138
F 1.59126 -4.17914 3.35655 0.0 0.0 -0.1 0.119
C 1.08443 -2.45579 1.80934 -0.2 0.4 -0.2 -0.265
C 1.46315 2.44721 3.88174 -0.2 -0.1 -0.3 -0.063
F 0.21238 -1.89614 2.68642 0.2 -0.4 0.2 0.047
C 2.85479 1.07063 1.58031 0.0 0.0 -0.1 -0.364
C 3.82426 1.51657 0.68744 -0.2 0.0 0.0 -0.077
C -4.61582 1.06657 1.94942 0.1 0.0 -0.1 -0.048
C -5.61654 -2.37341 -1.56089 -0.4 0.2 0.2 0.010
H -6.63196 1.40162 2.62014 -0.1 0.1 0.0 0.123
F 3.69626 -4.09297 -0.87718 -0.1 0.0 0.1 0.124
H -3.26081 -0.77636 5.82043 -0.1 -0.1 0.1 0.122
H -3.84706 0.45764 -2.86662 -0.1 0.0 0.0 0.107
C -1.75227 -0.00842 -2.73999 0.3 0.1 0.3 -0.355
C -0.66323 1.28076 5.07325 0.0 0.0 -0.3 -0.071
C 5.13291 1.08477 0.80703 0.1 -0.1 0.0 -0.065
H 0.66077 1.49459 7.91383 0.0 0.1 0.1 0.126
H 1.18989 6.43287 -1.48882 0.0 0.1 -0.1 0.109
C 0.25034 1.99109 5.87080 0.1 0.0 -0.3 -0.138
C -6.50925 -0.06634 1.05496 0.3 0.1 0.1 -0.132
H -1.19197 -3.34655 0.23830 0.0 0.0 0.1 0.104
C -4.23663 -2.16533 -1.64628 0.4 0.2 0.1 -0.053
C -1.70096 0.51571 3.09740 -0.5 -0.8 -0.5 -0.299
C -2.68856 1.53551 -4.31389 0.0 0.1 0.0 -0.062
S -1.97332 0.61133 1.34174 -0.5 0.2 -0.2 0.835
C -1.37791 0.93044 7.30432 0.0 0.0 0.3 -0.091
H -0.29998 -5.60238 -0.27174 0.0 0.0 0.1 0.113
H 0.19122 -6.21501 -2.60494 0.0 -0.1 0.0 0.110
H -2.25805 1.39925 7.74901 0.0 -0.1 0.0 0.127
H -0.34620 -4.66403 -4.43664 0.0 0.0 -0.1 0.110
H -1.27356 -2.43380 -3.94611 0.0 0.1 -0.1 0.109
C -0.47388 0.23737 -3.25348 0.0 -0.1 0.1 -0.118
C 5.48099 0.18548 1.80096 0.0 0.1 0.0 -0.067
H -8.55786 0.28583 0.51631 0.0 0.0 0.1 0.128
H -8.33930 -0.97992 1.71394 0.0 0.1 0.0 0.128
H -3.54249 2.05315 -4.72541 -0.1 0.0 0.0 0.111
H -3.34199 -0.78952 3.35427 -0.1 -0.1 0.1 0.116
C 1.93552 5.38523 0.21626 0.0 0.0 0.0 -0.063
H -1.17324 0.02286 7.87473 -0.1 0.0 0.0 0.128
H -3.67936 -2.72327 -2.38473 0.0 -0.1 -0.1 0.109
H 3.54933 2.19991 -0.10342 0.1 0.1 -0.1 0.106
H -6.08901 -3.08555 -2.21619 -0.1 -0.1 -0.1 0.122
H 2.52622 6.21937 0.56585 0.0 0.0 0.0 0.111
C -0.23755 -5.25109 -2.38281 0.0 0.0 -0.1 -0.061
C -3.75940 0.37163 1.12610 0.9 -0.3 0.4 -0.276
H 2.46315 -0.19718 3.27070 0.0 0.0 0.1 0.110
C -1.26431 -2.74241 -1.81865 -0.1 0.0 0.0 -0.374
C 2.13676 -2.40328 -0.30086 -0.2 0.2 0.2 -0.251
H -1.29560 2.49194 -5.61978 0.0 0.0 -0.1 0.110
H -8.12498 -2.57333 0.00471 -0.1 0.0 0.0 0.128
H -0.09225 2.37216 -1.08377 0.0 0.2 0.0 0.075
C -4.23440 -0.54073 0.15409 -0.4 -0.2 -0.1 -0.135
H -0.08765 4.50751 -2.34396 -0.1 -0.1 -0.1 0.108
H -0.42213 2.86723 7.69732 0.1 0.0 0.1 0.128
H 5.88217 1.44545 0.11870 0.1 0.0 -0.1 0.109
H 4.79640 -0.96172 3.47014 0.0 -0.1 0.1 0.110
C -6.00275 0.85667 1.93390 -0.1 0.0 -0.2 0.014
H 6.50008 -0.15969 1.88427 0.1 0.0 0.0 0.108
H 2.35871 2.85135 3.43461 0.1 0.0 0.0 0.097
H 2.51674 4.12548 1.83225 0.0 0.0 0.1 0.099
C 1.31918 2.59528 5.26600 -0.2 0.0 0.3 0.012
F 3.29690 -5.29977 1.53549 0.0 0.1 0.0 0.128
C 1.19424 5.49910 -0.94906 0.0 0.0 0.0 -0.064
C 1.17113 3.12414 0.48008 -0.3 -0.5 -0.3 -0.342
C -5.63278 -0.73626 0.17951 0.2 0.1 0.1 -0.075
C -0.59559 1.20129 3.66625 0.0 0.1 0.3 -0.128
C 1.76906 -3.61119 2.15963 0.0 0.1 -0.2 -0.144
C 0.46981 4.41731 -1.42311 0.0 0.2 -0.1 -0.060
```
Forces are in eV/Å.